The following is a DFT calculation (ωB97M-V with the def2-TZVPD basis set) of C24H65F3HfN5O11S as an isolated structure.

The highest occupied orbital energy (spin up / spin down) comes out at -15.378 / -15.379 eV. The value obtained for the LUMO energy (spin up / spin down) is -13.855 / -14.049 eV. The value obtained for the calculated total energy is -2798.90076 Eh.

```
! RIJCOSX wB97M-V def2-TZVPD def2/J DEFGRID3
* xyz 4 2
Hf 0.9295 -2.7715 -1.2535
C -1.7774 -0.5303 2.1875
F -2.8711 -0.8270 1.4255
F -2.0595 0.5926 2.8820
F -1.4872 -1.5617 2.9904
S -0.2626 -0.1176 0.9792
O 0.0428 -1.3823 0.3011
O -0.7218 0.8547 0.0358
O 0.8398 0.2956 1.7949
C -2.3455 -3.7370 -0.2324
O -1.1762 -3.7649 -1.1497
H -2.7676 -4.7365 -0.1279
H -2.1629 -3.4649 0.8072
H -3.1828 -3.0813 -0.4713
H -1.5796 -4.1635 -1.9243
C -7.1140 4.2191 -0.6238
C -6.3764 2.8753 -1.0180
C -6.6959 1.6462 -0.0834
O -5.8061 0.5951 -0.4053
C -5.9206 -0.5346 0.4940
N -6.7159 2.6464 -2.4195
H -8.1845 4.0563 -0.7495
H -6.8194 5.1294 -1.1459
H -6.9321 4.5079 0.4114
H -5.2957 3.0045 -0.9592
H -7.7565 1.4732 -0.2656
H -6.5219 1.9172 0.9580
H -5.1433 -1.2661 0.2731
H -6.8925 -1.0160 0.3855
H -5.7720 -0.3402 1.5562
H -6.5198 3.5438 -2.8392
H -5.9633 2.0127 -2.6477
C -2.3865 0.2758 -2.7487
C -1.6757 -0.9387 -2.6979
C -1.7052 -1.8202 -3.9400
O -0.8632 -3.0693 -3.8208
C -0.9122 -3.9853 -4.9076
N -0.2134 -0.8474 -2.3186
H -1.9251 0.9701 -3.4510
H -2.2830 0.8008 -1.7991
H -3.3743 0.1028 -3.1759
H -2.0938 -1.4521 -1.8321
H -1.3259 -1.2081 -4.7583
H -2.7705 -2.0059 -4.0773
H -0.4346 -3.5081 -5.7634
H -1.9287 -4.2799 -5.1683
H -0.3434 -4.8957 -4.7187
H 0.1881 -0.5484 -3.1958
H -0.2683 0.0264 -1.8151
C 0.2057 -5.0298 3.0136
C 0.6495 -3.9465 2.0059
C 1.9991 -3.3216 2.5122
O 2.4009 -2.3174 1.5835
C 3.5936 -1.6679 2.0991
N 0.9199 -4.4749 0.7065
H 1.0076 -5.7292 3.2501
H -0.7152 -5.5553 2.7607
H -0.0765 -4.4175 3.8701
H -0.1124 -3.1791 1.8693
H 2.7050 -4.1439 2.3951
H 1.9983 -2.9960 3.5524
H 4.3329 -2.2386 2.6610
H 3.3220 -0.6892 2.4947
H 4.2428 -1.3476 1.2843
H 0.1856 -5.1265 0.4692
H 1.4823 -5.2650 0.9888
C 4.3648 4.1854 5.4558
C 4.6742 2.9588 4.6090
C 3.4150 2.2217 4.0928
O 2.6585 1.6258 5.2119
C 1.4996 0.8527 4.7660
N 5.6179 3.1837 3.5384
H 3.8915 4.9628 4.8560
H 5.3535 4.5150 5.7753
H 3.7740 4.1330 6.3703
H 5.0563 2.2768 5.3686
H 3.6982 1.4612 3.3651
H 2.7064 2.8905 3.6042
H 0.8338 0.5998 5.5912
H 1.6376 -0.0785 4.2165
H 0.9495 1.4713 4.0570
H 6.4212 3.7241 3.8262
H 5.9245 2.2731 3.2273
C 2.9838 1.4431 -0.9866
C 2.9624 0.1063 -1.7509
C 4.4462 -0.0718 -2.3794
O 4.4685 -1.3186 -3.0188
C 5.5111 -1.6488 -3.9735
N 2.4857 -0.9301 -0.8304
H 3.2903 2.2026 -1.7059
H 3.6242 1.6837 -0.1380
H 1.9625 1.6682 -0.6796
H 2.3138 0.2118 -2.6205
H 5.1201 0.0145 -1.5271
H 4.7563 0.7300 -3.0494
H 5.6575 -0.7576 -4.5837
H 5.1524 -2.3950 -4.6824
H 6.4166 -1.9756 -3.4623
H 2.3459 -0.4582 0.0517
H 3.4173 -1.2108 -0.5596
C -0.3424 3.3343 -1.4363
C 0.2145 4.7618 -1.8932
O -0.6885 5.6064 -2.6561
O -0.0011 2.3285 -2.3404
H -1.4082 3.2658 -1.2184
H 0.0258 3.0957 -0.4386
H 1.2189 4.6688 -2.3062
H 0.4132 5.3496 -0.9971
H -1.2633 6.1223 -2.0861
H -0.3732 2.6703 -3.1567
*
```

Mulliken atomic charge list, values in e, 6 entries: 0.449 0.142 -0.125 -0.150 -0.156 1.270

***

The following is a DFT calculation (ωB97M-V with the def2-TZVPD basis set) of one molecule with the formula C4H8N2O2.

The highest occupied orbital energy comes out at -7.961 eV. The value obtained for the LUMO energy is 0.648 eV. Its structure (SMILES) is [H]/N=C1\C[C@@]1(O)[C@H](N)O. The value obtained for the calculated total energy is -417.00759 Eh.

```
! RIJCOSX wB97M-V def2-TZVPD def2/J DEFGRID3
* xyz 0 1
H 1.3012 -0.4474 -2.4315
N 1.2465 -1.1887 -1.7304
C 0.9706 -0.8007 -0.5457
C 1.1375 0.7273 -0.5346
C 0.5121 0.1742 0.6450
O 1.2367 0.2822 1.8824
C -0.9658 0.0529 0.7788
N -1.3765 -1.1820 0.1310
O -1.6967 1.0990 0.1329
H 0.5613 1.2899 -1.2669
H 2.1772 1.0292 -0.4500
H 0.9955 1.1086 2.3354
H -1.2717 0.0768 1.8294
H -1.3952 -1.2199 -0.8850
H -1.1098 -1.9832 0.7024
H -2.3229 0.9817 -0.5932
*
```

Mulliken atomic charge list, values in e, 6 entries: 0.267 -0.777 0.184 -0.875 0.796 -0.510

***

The following is a DFT calculation (ωB97M-V with the def2-TZVPD basis set) of a 2-piece molecular cluster, C2H6O3P overall.

The highest occupied orbital energy comes out at -3.820 eV. The value obtained for the LUMO energy is 4.050 eV. The value obtained for the calculated total energy is -646.95042 Eh.

```
! RIJCOSX wB97M-V def2-TZVPD def2/J DEFGRID3
* xyz -1 1
C 1.7981 1.1361 -0.0442
C -1.2735 -1.6237 0.0871
O -1.2796 0.7721 -1.3609
O -1.4695 0.9565 1.1841
O 1.4242 -0.1528 0.1772
P -1.0791 0.2081 -0.0189
H 1.0973 1.6859 -0.7062
H 2.7928 1.1819 -0.5346
H 1.8750 1.7287 0.8955
H -0.7396 -1.9478 0.9712
H -2.3279 -1.8972 0.1500
H -0.8181 -2.0480 -0.8003
*
```

Mulliken atomic charge list, values in e, 6 entries: -0.585 -0.787 -0.644 -0.649 -0.728 0.969

***

The following ΔE to the lowest compared entry with this formula, charge and spin values (in kcal/mol) correspond, in order, to the records above: 0.0; 155.8; 35.9.